(1)
# C38H47Cl3N7O2PtSSb

A molecular structure, C38H47Cl3N7O2PtSSb (ωB97M-V with the def2-TZVPD basis set, the OMol25 dataset).

Element x y z (Å)
1 Pt -0.853 -0.324 -0.146
2 Sb -0.399 1.875 1.194
3 Cl -4.073 9.392 -6.083
4 Cl 0.874 5.208 -8.010
5 Cl -2.032 5.948 -2.513
6 S 2.905 5.881 -6.001
7 O -3.062 -4.599 -0.950
8 O -1.063 3.482 -6.039
9 N -1.329 0.516 -2.158
10 N 2.242 -3.766 -1.056
11 N -2.217 1.906 -3.611
12 N -2.413 -1.271 1.258
13 N -4.838 -6.008 -0.805
14 N -4.710 -4.073 0.533
15 N 0.656 -1.876 -0.653
16 C 0.489 -2.888 0.418
17 C -1.579 4.063 -4.849
18 C -10.271 -7.414 -1.316
19 C -2.663 3.154 -4.248
20 C -7.177 -5.292 -0.865
21 C -7.834 -8.018 -1.114
22 C -2.298 2.839 1.207
23 C 2.124 3.817 -4.605
24 C -3.043 7.545 -4.430
25 C -2.595 5.723 -6.472
26 C 1.426 -3.608 -2.239
27 C -3.762 -1.699 3.168
28 C 3.047 4.881 -4.640
29 C -1.517 1.791 -2.469
30 C -2.224 5.388 -5.174
31 C -6.163 -6.295 -0.855
32 C 1.604 4.890 -6.570
33 C 1.288 3.803 -5.692
34 C -1.933 -0.217 -3.157
35 C 0.347 -2.494 -1.961
36 C -2.741 -1.023 2.527
37 C 1.440 -4.103 0.098
38 C -3.388 7.861 -5.736
39 C 3.026 -2.573 -0.804
40 C -4.129 -4.831 -0.443
41 C -8.858 -7.028 -1.147
42 C 0.902 3.334 0.360
43 C -2.471 6.316 -4.167
44 C 0.179 2.825 -5.990
45 C -4.426 -2.702 2.495
46 C 2.041 -1.357 -0.652
47 C -2.485 0.639 -4.060
48 C 0.219 1.862 3.222
49 C -3.170 6.949 -6.758
50 C -6.530 -7.670 -0.985
51 C -3.082 -2.223 0.581
52 C -4.068 -2.997 1.183
53 C -8.477 -5.658 -1.027
54 H -9.242 -4.895 -1.089
55 H -3.456 7.202 -7.770
56 H -0.781 4.244 -4.120
57 H 0.744 3.457 -0.709
58 H -4.019 -1.457 4.190
59 H 2.154 -0.662 -1.483
60 H 2.058 -3.325 -3.078
61 H 2.225 -0.824 0.280
62 H 1.306 1.816 3.262
63 H -4.220 -6.700 -1.216
64 H 1.931 3.034 0.552
65 H -3.218 8.256 -3.635
66 H -6.911 -4.246 -0.812
67 H -10.521 -8.282 -0.701
68 H 0.736 -2.437 1.378
69 H -0.202 1.011 3.752
70 H 3.715 -2.402 -1.628
71 H -10.435 -7.751 -2.350
72 H -3.042 0.453 -4.964
73 H 0.197 1.982 -5.293
74 H 0.326 2.437 -6.999
75 H -2.883 2.516 0.348
76 H -2.817 -2.378 -0.455
77 H -5.760 -8.432 -0.953
78 H -3.228 3.718 -3.510
79 H -10.959 -6.596 -1.119
80 H -2.425 5.007 -7.265
81 H 0.701 4.274 0.875
82 H 0.935 -4.550 -2.479
83 H -1.937 -1.294 -3.163
84 H -0.125 2.790 3.677
85 H 0.854 -4.997 -0.113
86 H -0.549 -3.219 0.432
87 H -3.326 2.883 -5.067
88 H -2.160 -0.274 3.050
89 H -5.480 -4.484 1.040
90 H -8.106 -9.064 -1.185
91 H -2.827 2.576 2.122
92 H 0.373 -1.727 -2.733
93 H -1.192 2.640 -1.888
94 H -0.652 -2.935 -1.914
95 H 2.087 -4.304 0.949
96 H 2.096 3.080 -3.815
97 H 3.812 5.095 -3.903
98 H -5.217 -3.257 2.986
99 H -2.151 3.919 1.174
100 H 3.604 -2.711 0.108

Results
Multiplicity: 5
Charge: +4
Energy: -4146.906001 Ha

=====

(2)
# C38H47N3O6

C38H47N3O6 in the gas phase in a non-equilibrium geometry (ωB97M-V with the def2-TZVPD basis set, the OMol25 dataset).

Element x y z (Å)
1 O -0.771 -1.807 -1.275
2 O -6.296 -1.542 -1.356
3 O 1.726 -3.820 -1.321
4 O 3.849 -3.269 -0.841
5 O 2.270 -0.680 -2.884
6 O 0.878 -1.207 2.521
7 N 1.933 -2.104 2.351
8 N -0.829 1.177 2.011
9 N -1.939 3.529 -0.551
10 C -3.701 1.529 1.874
11 C 0.214 4.203 0.159
12 C 3.478 1.055 -1.636
13 C -0.858 2.262 1.164
14 C 0.223 -3.775 1.792
15 C -2.851 -2.456 -0.419
16 C -4.937 -1.654 -1.301
17 C -2.842 -0.948 -2.279
18 C 1.026 1.218 -2.012
19 C 2.754 -4.252 1.863
20 C 1.368 0.118 2.706
21 C -4.233 -2.430 -0.387
22 C -3.095 0.188 2.284
23 C -2.136 -1.714 -1.355
24 C 4.320 0.079 -1.126
25 C 0.146 1.003 3.054
26 C -0.975 5.370 -1.754
27 C 2.323 0.701 -2.565
28 C -0.031 0.445 -1.827
29 C 2.727 -4.938 0.490
30 C 5.579 1.753 0.050
31 C 1.720 -2.927 -2.424
32 C 1.618 -3.287 2.029
33 C 2.859 -3.910 -0.612
34 C -0.889 4.322 -0.687
35 C 0.016 -1.024 -2.147
36 C -3.329 1.896 0.439
37 C -7.062 -2.239 -0.406
38 C 2.142 0.574 1.475
39 C 4.752 2.733 -0.473
40 C 5.364 0.429 -0.285
41 C 3.711 2.387 -1.314
42 C 1.485 -1.466 -2.016
43 C -1.676 0.037 1.734
44 C -4.223 -0.922 -2.246
45 C 1.362 5.162 0.089
46 C 0.210 3.164 1.074
47 C -1.971 2.552 0.339
48 H 0.993 2.265 -1.758
49 H -0.178 5.243 -2.487
50 H 2.875 -0.190 1.224
51 H 1.064 3.060 1.724
52 H 4.174 -0.958 -1.387
53 H -0.466 -3.253 2.454
54 H 1.471 0.712 0.631
55 H -0.055 -3.544 0.763
56 H 6.008 -0.344 0.106
57 H 3.577 -5.619 0.419
58 H -0.881 6.367 -1.324
59 H -3.403 1.014 -0.204
60 H -4.037 2.628 0.046
61 H -4.772 -0.323 -2.954
62 H 0.512 1.977 3.383
63 H -0.947 0.842 -1.416
64 H 2.686 -5.019 2.640
65 H -3.343 2.316 2.542
66 H -0.291 -1.196 -3.193
67 H 2.172 4.842 0.741
68 H 4.922 3.772 -0.230
69 H 1.742 5.239 -0.929
70 H 3.083 3.160 -1.731
71 H -6.921 -3.322 -0.490
72 H 2.673 1.500 1.669
73 H 0.931 -3.283 -3.087
74 H -3.697 -0.631 1.883
75 H -2.306 -3.053 0.293
76 H 1.793 -1.334 -0.968
77 H 2.511 1.193 -3.532
78 H -2.335 -0.358 -3.025
79 H -8.100 -1.995 -0.628
80 H 1.042 6.158 0.395
81 H -6.827 -1.920 0.615
82 H 3.693 -3.711 1.986
83 H 6.392 2.024 0.708
84 H -1.934 5.287 -2.256
85 H 2.688 -2.970 -2.936
86 H -1.718 -0.121 0.656
87 H -4.744 -3.020 0.357
88 H -4.787 1.482 1.973
89 H -3.091 0.103 3.373
90 H 2.042 0.118 3.577
91 H 0.145 -4.847 1.954
92 H -0.359 0.532 3.905
93 H 1.802 -5.493 0.346
94 H -1.207 -0.844 2.168

Results
ΔE to the lowest compared entry with this formula, charge and spin: 0.4 kcal/mol
Multiplicity: 1
Energy: -2091.875920 Ha

=====

(3)
# C38H48AsClGeN3OSi3Tc

A molecular structure, C38H48AsClGeN3OSi3Tc (ωB97M-V with the def2-TZVPD basis set, the OMol25 dataset).

Element x y z (Å)
1 Tc -0.482 -0.611 -1.315
2 As -0.915 1.847 -0.799
3 Ge 0.968 -2.210 1.664
4 Cl 5.334 2.028 -2.194
5 Si 0.779 3.554 -0.695
6 Si -2.513 2.377 -2.531
7 Si -2.089 1.982 1.322
8 O -2.425 -0.890 -0.979
9 N -5.523 -2.284 -1.335
10 N -2.686 -3.926 -4.486
11 N -2.250 -1.681 -2.023
12 C -4.502 -2.366 -1.851
13 C -1.978 -1.509 5.260
14 C 1.384 -6.336 1.151
15 C -2.572 4.231 -2.644
16 C -0.101 -5.624 -0.599
17 C 2.940 1.359 -3.184
18 C 3.859 -2.389 1.503
19 C -3.206 -2.412 -2.462
20 C 0.189 -1.186 4.271
21 C -2.930 -3.263 -3.582
22 C -1.528 -2.372 3.065
23 C 0.013 -4.313 -0.156
24 C -4.170 1.664 -2.073
25 C 3.040 -0.273 2.302
26 C 1.196 4.089 -2.438
27 C -0.233 -1.856 3.124
28 C -3.059 3.568 1.248
29 C -1.838 1.592 -4.089
30 C 2.752 -0.875 -1.524
31 C 2.784 -1.568 1.847
32 C 0.706 -1.603 -2.703
33 C 2.149 2.768 0.290
34 C 0.267 -1.110 0.071
35 C -2.400 -2.193 4.127
36 C 5.406 -0.642 2.093
37 C 3.855 -0.074 -1.431
38 C 1.495 -5.026 1.594
39 C 0.590 -6.635 0.054
40 C 1.820 0.562 -3.260
41 C 0.816 -3.996 0.938
42 C -0.684 -1.013 5.336
43 C 4.343 0.189 2.423
44 C -0.725 1.996 2.587
45 C 1.706 -0.592 -2.449
46 C 0.049 5.004 0.211
47 C -3.214 0.527 1.543
48 C 5.164 -1.929 1.631
49 C 3.949 1.036 -2.279
50 H -1.625 4.659 -2.970
51 H 4.531 1.191 2.787
52 H -4.812 1.668 -2.958
53 H 3.066 2.209 -3.839
54 H -0.220 4.784 1.244
55 H -4.667 2.271 -1.314
56 H 3.686 -3.398 1.144
57 H -3.826 3.531 0.472
58 H -0.057 1.148 2.435
59 H -3.997 0.479 0.786
60 H 0.177 -1.534 -3.653
61 H 2.109 -4.816 2.463
62 H 0.810 5.792 0.233
63 H -2.653 -1.383 6.096
64 H -1.154 1.889 3.586
65 H -2.678 -0.420 1.555
66 H 5.992 -2.580 1.381
67 H 1.914 -7.124 1.668
68 H 3.093 3.300 0.148
69 H -3.698 0.637 2.518
70 H 2.256 4.342 -2.506
71 H 4.653 -0.301 -0.736
72 H -0.349 -0.505 6.231
73 H -0.138 2.917 2.568
74 H -1.856 -2.936 2.197
75 H 1.899 2.814 1.352
76 H 1.064 0.760 -4.008
77 H -2.444 4.453 1.089
78 H -0.821 5.413 -0.303
79 H 0.636 4.992 -2.682
80 H -2.849 4.680 -1.688
81 H 0.504 -7.657 -0.289
82 H 1.204 -0.815 4.351
83 H 0.944 -2.620 -2.408
84 H 2.698 -1.782 -0.938
85 H -4.114 0.640 -1.701
86 H -2.516 1.799 -4.920
87 H -3.402 -2.600 4.080
88 H -0.553 -3.541 -0.666
89 H -0.731 -5.859 -1.447
90 H 2.223 0.384 2.574
91 H -3.333 4.523 -3.373
92 H -1.755 0.503 -4.018
93 H 0.976 3.342 -3.199
94 H -3.577 3.694 2.203
95 H -0.863 2.004 -4.358
96 H 2.298 1.722 0.035
97 H 6.423 -0.288 2.201

Results
ΔE to the lowest compared entry with this formula, charge and spin: 0.0 kcal/mol
Multiplicity: 1
Charge: +2
Energy: -7437.931527 Ha

=====

(4)
# C38H48BrI2N4O3PSW

A molecular structure, C38H48BrI2N4O3PSW in a non-equilibrium geometry (ωB97M-V with the def2-TZVPD basis set, the OMol25 dataset).

Element x y z (Å)
1 W 3.774 -17.185 -10.553
2 I 3.086 -23.092 -12.489
3 I 4.602 -18.833 -4.419
4 Br -1.966 -14.683 -16.391
5 S 8.299 -17.726 -11.565
6 P 2.577 -12.715 -7.514
7 O 2.821 -19.112 -10.866
8 O 3.515 -16.746 -12.686
9 O 2.120 -16.080 -11.089
10 N 2.400 -18.566 -8.052
11 N 3.526 -17.946 -8.451
12 N 5.950 -18.015 -10.401
13 N 3.799 -19.721 -12.883
14 C 8.738 -20.217 -10.640
15 C 2.316 -10.174 -8.582
16 C 3.960 -11.131 -5.571
17 C 6.536 -19.295 -10.406
18 C 4.327 -17.868 -7.424
19 C 6.327 -15.674 -11.077
20 C 0.313 -15.939 -15.439
21 C 6.529 -23.998 -10.131
22 C 5.080 -15.389 -10.508
23 C 7.881 -19.188 -10.839
24 C -0.773 -15.163 -14.977
25 C 1.333 -16.248 -14.613
26 C 3.800 -18.565 -6.272
27 C 2.030 -21.157 -11.918
28 C 0.514 -14.704 -7.556
29 C 1.604 -11.136 -7.601
30 C 2.530 -18.976 -6.751
31 C 4.631 -14.041 -10.527
32 C 2.913 -19.889 -11.872
33 C 0.740 -13.264 -5.435
34 C 7.154 -14.673 -11.621
35 C 6.931 -21.567 -9.697
36 C 8.251 -21.386 -10.070
37 C 5.331 -12.927 -6.902
38 C 7.605 -23.440 -8.001
39 C 6.048 -20.435 -9.732
40 C 3.988 -12.522 -6.228
41 C -0.839 -14.701 -13.645
42 C 6.586 -22.899 -9.007
43 C 6.760 -17.096 -10.927
44 C 0.141 -11.337 -8.108
45 C 5.442 -13.053 -11.074
46 C 1.457 -13.919 -6.606
47 C 2.415 -16.198 -12.364
48 C 5.213 -22.870 -8.373
49 C 0.261 -15.022 -12.814
50 C 6.696 -13.368 -11.677
51 C 1.337 -15.795 -13.277
52 H 0.332 -14.650 -11.790
53 H 1.553 -10.704 -6.587
54 H 7.167 -24.299 -7.535
55 H 8.042 -14.965 -12.048
56 H -0.267 -14.122 -8.060
57 H 6.200 -12.761 -6.299
58 H 1.582 -9.491 -8.984
59 H 9.805 -20.172 -10.909
60 H 5.551 -12.318 -7.820
61 H 0.111 -15.523 -6.980
62 H 3.148 -11.060 -4.836
63 H 5.093 -12.008 -11.143
64 H 4.910 -11.058 -4.995
65 H 3.985 -10.327 -6.309
66 H 1.130 -12.273 -5.186
67 H 7.567 -24.193 -10.491
68 H 5.063 -20.439 -9.267
69 H 8.947 -22.222 -9.910
70 H 2.185 -14.630 -6.234
71 H 3.638 -20.339 -13.705
72 H 2.156 -16.839 -14.994
73 H 5.903 -23.729 -10.986
74 H 3.659 -13.884 -10.041
75 H 0.868 -13.996 -4.639
76 H 6.154 -24.962 -9.711
77 H -0.341 -13.276 -5.671
78 H 5.248 -13.998 -7.196
79 H 1.106 -15.133 -8.388
80 H 7.714 -22.690 -7.182
81 H 1.673 -18.915 -8.694
82 H 0.325 -16.213 -16.478
83 H 5.151 -22.115 -7.568
84 H 5.348 -17.460 -7.447
85 H 7.283 -12.611 -12.219
86 H 2.959 -9.601 -7.955
87 H 1.214 -20.946 -12.636
88 H -0.550 -11.867 -7.416
89 H 2.854 -10.610 -9.383
90 H 4.914 -23.847 -7.951
91 H 8.553 -23.677 -8.450
92 H -0.335 -10.339 -8.277
93 H 0.190 -11.874 -9.072
94 H -1.597 -14.056 -13.259
95 H 3.849 -13.272 -5.479
96 H 4.469 -22.484 -9.075
97 H 1.805 -19.558 -6.197
98 H 1.627 -21.210 -10.887
99 H 4.414 -18.939 -12.947

Results
ΔE to the lowest compared entry with this formula, charge and spin: 29.9 kcal/mol
Multiplicity: 3
Charge: +2
Energy: -5897.048049 Ha

=====

(5)
# C38H48Cl4F4O9

9 unconnected molecules or ions with the total composition C38H48Cl4F4O9 in a non-equilibrium geometry (ωB97M-V with the def2-TZVPD basis set, the OMol25 dataset).

Element x y z (Å)
1 Cl 0.768 2.917 0.206
2 Cl 1.368 2.105 -2.560
3 Cl -3.081 10.730 2.932
4 Cl -1.549 9.248 4.816
5 F -8.758 -0.738 7.824
6 F 5.244 8.345 2.848
7 F 7.828 0.198 -1.814
8 F 1.105 -5.522 5.206
9 O -6.617 3.044 -2.754
10 O -6.456 -6.788 -0.305
11 O -4.640 -7.225 0.867
12 O -5.872 3.409 -4.799
13 O 4.642 -6.265 -9.451
14 O 3.758 -5.413 -7.618
15 O -4.616 -6.736 -1.378
16 O 3.506 -4.415 -9.671
17 O -5.036 4.604 -3.055
18 C 0.302 -1.928 6.947
19 C 6.319 8.945 3.292
20 C -7.284 0.766 6.725
21 C 7.201 10.953 4.434
22 C 7.757 -2.207 -2.038
23 C -7.240 -1.602 6.264
24 C -0.243 -3.037 7.512
25 C -2.805 -5.085 -1.322
26 C -7.274 -7.155 0.871
27 C 1.383 -3.162 5.282
28 C 7.636 8.512 3.069
29 C 8.449 10.358 4.386
30 C 0.771 -4.334 5.787
31 C -6.917 3.403 -1.451
32 C -1.925 9.411 3.070
33 C 7.614 -3.440 -1.465
34 C 7.769 -1.031 -1.266
35 C 7.550 -3.654 -0.120
36 C -5.552 -0.147 5.332
37 C -6.202 -1.379 5.377
38 C -0.092 -4.259 6.891
39 C -7.744 -0.533 6.947
40 C -3.182 -6.567 -1.568
41 C 2.126 2.383 -0.894
42 C 3.977 -2.105 -9.647
43 C -6.200 0.994 5.924
44 C 7.778 -1.172 0.182
45 C -5.013 3.941 -5.802
46 C 8.705 9.179 3.654
47 C -5.167 -6.946 -0.209
48 C 3.932 -5.338 -8.795
49 C -5.781 3.761 -3.505
50 C 3.002 -3.153 -9.217
51 C 1.104 -1.929 5.802
52 C 7.703 -2.516 0.654
53 C -8.335 2.890 -0.997
54 C 6.138 10.187 3.930
55 C 4.967 -6.222 -10.857
56 H -6.996 4.485 -1.340
57 H 7.778 -2.711 1.714
58 H 5.424 -5.246 -11.019
59 H 2.944 3.091 -1.024
60 H 0.172 -0.968 7.423
61 H 9.316 10.871 4.776
62 H 7.726 -2.142 -3.115
63 H 7.772 7.594 2.517
64 H -8.468 1.851 -1.298
65 H -0.627 -5.127 7.246
66 H -5.435 3.592 -6.744
67 H -3.284 -4.498 -2.106
68 H 2.134 -2.846 -9.800
69 H -5.823 1.998 5.793
70 H 7.562 -4.656 0.283
71 H -7.000 -6.567 1.746
72 H -2.949 -6.840 -2.598
73 H -5.165 5.020 -5.818
74 H 4.044 -6.276 -11.434
75 H 4.990 -2.380 -9.353
76 H 6.980 11.929 4.840
77 H -0.953 -2.874 8.309
78 H 7.580 -4.272 -2.153
79 H 1.611 -0.988 5.649
80 H 2.745 -3.146 -8.158
81 H 2.167 -3.291 4.550
82 H -8.370 2.901 0.093
83 H 5.675 -6.966 -11.222
84 H -3.255 -4.796 -0.373
85 H -8.336 -7.016 0.665
86 H -2.595 -7.235 -0.938
87 H -2.281 8.476 2.637
88 H -7.870 1.599 7.085
89 H -1.739 -4.874 -1.236
90 H -9.206 3.439 -1.355
91 H 2.536 1.421 -0.584
92 H 5.141 10.583 4.057
93 H 4.027 -2.150 -10.735
94 H -7.062 -8.195 1.121
95 H -7.469 -2.616 6.556
96 H 3.713 -1.137 -9.221
97 H -6.180 2.918 -0.811
98 H 9.711 8.801 3.549
99 H -5.650 -2.196 4.937
100 H -1.057 9.775 2.521
101 H -3.967 3.652 -5.699
102 H -4.642 0.031 4.778
103 H 7.809 -0.297 0.813

Results
ΔE to the lowest compared entry with this formula, charge and spin: 47.8 kcal/mol
SMILES: CCOC(=O)OC.CCOC(=O)OC.CCOC(=O)OC.Fc1ccccc1.Fc1ccccc1.Fc1ccccc1.Fc1ccccc1.ClCCl.ClCCl
Multiplicity: 1
Energy: -4394.060630 Ha

=====

Q: Which formula does entry 2 have?
A: C38H47N3O6